154
Properties=species:S:1:pos:R:3:forces:R:3:mulliken_charge:R:1 method="wB97M-V/def2-TZVPD" e_tot_ha=-2511.2766 largest_force_ev_per_a=5.9 e_above_lowest_kcal_mol=1053.8 mol_weight_g_mol=793.27 total_charge=+4
O 18.326987 16.652280 14.265517 1.2 0.2 1.5 -0.652
O 19.534075 16.018302 16.012554 2.6 1.7 1.5 -0.628
O 25.458337 12.119557 13.601118 0.1 -2.1 1.7 -0.284
O 17.720758 13.304882 6.682211 -3.6 4.4 -1.6 -0.270
O 22.569345 18.185454 24.295605 0.9 -0.1 -0.1 -0.349
O 8.499204 14.972602 18.781336 -1.4 3.6 0.4 -0.233
O 17.838248 14.897871 15.431626 0.2 0.8 0.2 -0.655
O 6.414891 6.627033 20.252546 0.5 -0.2 0.7 -0.306
N 5.453829 14.448687 16.111400 0.9 0.2 -0.2 -0.196
N 10.003774 7.196131 19.864251 -2.4 0.4 1.1 0.369
N 20.574967 19.042865 21.955845 1.4 -1.4 0.9 0.070
N 18.602288 15.914823 15.276496 -4.0 -2.6 -3.1 0.934
N 25.307794 9.474527 16.123429 3.4 0.2 -0.8 -0.040
N 16.612552 16.779987 7.177897 1.0 -0.6 1.6 0.019
C 25.139739 11.749264 14.984294 1.1 0.7 1.3 -0.403
C 25.288709 13.240800 13.027713 1.2 -0.9 -2.3 -0.243
C 23.935173 9.139656 15.669017 0.5 -0.4 -1.1 -0.998
C 11.058750 4.971420 19.588471 0.5 -1.1 -1.5 -1.266
C 15.189609 17.415822 7.134748 1.7 0.8 -0.8 -0.684
C 26.356686 7.864555 14.602441 0.1 -1.0 0.0 -1.345
C 14.986243 18.588788 8.113467 1.7 -0.6 -0.6 -1.104
C 7.602910 6.738962 19.526598 -0.8 -2.7 1.0 -1.005
C 16.870541 15.746450 6.033497 -0.4 -1.6 0.9 -0.487
C 18.255842 18.812019 22.936097 -1.6 -0.8 -3.0 -1.304
C 4.417480 13.719117 16.923899 0.4 -0.3 0.7 -0.265
C 5.070773 15.842027 15.900156 -1.4 0.9 1.1 -0.925
C 9.953401 7.153789 18.348462 -0.2 2.4 1.6 -1.274
C 21.056049 19.679920 23.321914 -2.4 -0.3 -1.3 -0.712
C 6.578053 14.436087 13.757583 0.4 0.9 -0.2 -1.095
C 9.219729 14.021218 18.508806 -0.9 -3.3 -2.5 -0.364
C 6.778892 14.461892 16.849577 0.4 -0.7 1.5 -0.790
C 21.129562 19.346028 19.491054 0.9 -0.8 -0.3 -1.350
C 16.841003 16.183448 8.721137 1.7 -0.3 -1.2 -0.228
C 11.046757 6.288735 20.287710 3.7 2.4 -1.9 -0.539
C 5.369866 5.963093 19.852132 -2.6 -1.0 -0.3 -0.278
C 25.331363 10.036331 17.512711 2.2 -0.5 0.3 -0.359
C 20.881934 17.512763 22.001005 -2.1 1.2 -1.3 -1.115
C 10.454987 8.906067 21.913377 1.2 0.0 -2.3 -1.170
C 21.319764 19.795519 20.892816 1.2 -0.5 0.7 -0.306
C 22.506520 19.477366 23.714870 -0.3 0.4 0.5 -0.333
C 19.123850 19.212045 21.698697 -1.1 0.5 0.3 -0.399
C 5.621142 13.756604 14.741895 -1.3 0.1 -0.8 -0.431
C 23.880261 17.744354 24.583370 2.7 -0.5 0.8 -0.818
C 4.818825 12.231780 16.882945 0.2 -0.5 0.0 -1.179
C 26.087142 10.511395 15.121378 -4.1 -0.3 -0.7 -0.846
C 26.197893 8.206281 16.063949 -0.5 0.6 -2.3 -0.298
C 8.760128 6.589593 20.457444 -2.0 -0.2 1.6 -0.091
C 18.155548 14.843193 6.119463 0.1 -0.9 2.8 -0.781
C 17.704721 17.814475 6.956139 0.7 -2.1 -1.2 -1.070
C 26.615571 10.875108 17.845606 -2.5 -2.4 3.0 -1.457
C 18.515343 12.528838 7.195164 4.7 -0.3 0.0 -0.177
C 15.726837 15.373898 9.308485 -1.6 2.3 -0.5 -1.176
C 10.241294 8.668385 20.378991 1.2 0.7 -0.7 -0.453
C 6.934141 15.166899 18.264503 0.3 -1.8 0.2 -0.475
H 15.062249 17.886125 6.128757 0.2 -1.0 0.5 0.496
H 6.925500 13.760366 12.936406 -0.4 0.4 0.9 0.352
H 24.451546 10.546868 17.804447 -1.1 0.6 -0.4 0.471
H 20.093954 19.381447 19.211447 -0.3 0.2 -0.6 0.343
H 25.729077 7.355471 16.493291 -0.8 -0.2 1.1 0.515
H 23.893950 16.874953 25.265562 -0.7 0.3 -0.5 0.289
H 27.207470 8.283373 16.391692 0.4 0.9 1.2 0.268
H 24.033109 8.960651 14.566529 -0.9 0.8 1.0 0.319
H 14.497587 16.608916 7.301447 -0.3 -0.2 -0.1 0.531
H 15.963331 15.018616 10.287446 0.5 0.2 0.8 0.453
H 18.961734 18.492033 20.909689 -0.4 -0.2 -0.1 0.501
H 20.591988 16.993327 21.039365 0.5 0.9 1.0 0.379
H 4.638075 16.208552 16.860153 0.1 -0.1 -0.9 0.422
H 9.566658 8.815971 22.452587 -1.5 -0.1 0.8 0.381
H 10.912678 6.050711 21.278095 0.0 0.1 2.6 0.511
H 21.496984 18.330773 19.335779 -0.1 -0.1 0.0 0.338
H 23.596740 8.177516 16.067702 0.2 0.3 0.4 0.304
H 4.602202 13.872609 14.290233 0.7 -0.3 0.5 0.433
H 18.954548 15.134290 6.862769 -1.1 -0.2 -0.5 0.540
H 4.753803 11.643507 17.823990 -0.3 0.7 -0.7 0.311
H 10.943488 9.889779 22.183194 -0.4 -1.2 -0.8 0.359
H 9.309461 8.002395 18.127343 0.2 -0.1 -0.7 0.480
H 8.840069 5.847899 9.762235 0.0 0.1 0.0 -0.215
H 17.019424 16.301991 5.087382 -0.8 -0.2 0.5 0.384
H 4.552457 6.199057 20.575305 0.4 -0.7 -1.1 0.291
H 4.357305 14.226591 17.925555 0.4 -0.8 -0.8 0.448
H 15.992348 15.026625 6.070873 0.9 1.0 -0.6 0.418
H 14.145730 18.999565 7.634377 -1.4 1.1 0.1 0.433
H 26.209924 10.155536 14.076817 -0.6 -0.5 1.1 0.550
H 23.320663 9.960017 16.027397 -0.5 -0.3 -0.6 0.576
H 7.055016 13.401688 16.853729 0.5 0.6 0.7 0.647
H 14.750478 18.269266 9.111167 0.0 0.1 0.5 0.330
H 10.256506 14.040497 18.836702 0.1 1.1 1.0 0.222
H 27.159936 8.359265 14.089448 0.3 0.2 -0.1 0.411
H 18.696398 14.643970 5.215632 -0.4 -0.2 -0.8 0.487
H 22.383834 19.878675 21.188075 -0.6 -0.4 -0.3 0.261
H 14.866174 16.091238 9.373436 0.2 -1.3 0.2 0.240
H 15.800073 19.368476 8.095215 -0.8 -0.9 0.0 0.301
H 8.389103 7.051082 21.470230 1.3 -0.6 -1.9 0.247
H 7.522076 14.974462 16.286751 0.3 0.3 -1.0 0.341
H 4.076268 15.013461 24.023774 0.1 -0.1 -0.1 -0.248
H 20.210895 11.273575 11.394231 0.0 0.2 -0.3 -0.389
H 4.418259 16.060647 15.051190 -0.2 -0.6 0.3 0.319
H 5.861559 12.224312 16.542515 -0.3 -0.5 0.9 0.308
H 3.962655 17.537595 2.990866 0.0 0.0 0.0 -0.106
H 5.222751 5.229806 18.957482 0.9 1.6 1.7 0.296
H 3.476999 13.939426 16.452469 -0.5 -0.2 -0.3 0.549
H 24.497333 17.436915 23.709415 -0.9 0.1 -0.1 0.325
H 11.225747 4.974783 18.492952 -0.3 0.4 0.5 0.332
H 6.041026 15.287021 13.263583 0.6 -0.7 0.4 0.344
H 8.838462 5.504787 20.618494 0.6 0.6 0.3 0.141
H 10.952110 7.284639 17.952658 0.0 -0.1 -0.1 0.362
H 27.391576 10.193814 17.998381 1.5 -1.2 -0.1 0.481
H 5.969188 16.345618 15.735076 1.3 1.2 -0.4 0.467
H 6.667979 16.243459 18.271671 1.0 -0.6 -0.1 0.292
H 17.962949 18.427289 7.788451 -0.1 0.2 0.7 0.404
H 9.480533 9.354762 20.022827 -0.5 -0.5 -0.5 0.387
H 15.508241 14.479497 8.766598 -0.4 -0.4 -0.8 0.319
H 18.089473 11.676443 7.814810 1.1 0.9 -0.8 0.348
H 21.784928 19.970264 18.871550 -0.6 0.0 -0.1 0.420
H 4.350262 11.695772 16.039935 -0.4 0.2 0.7 0.371
H 27.012802 11.681834 17.363694 0.2 2.2 -1.9 0.431
H 24.675888 13.912853 13.486210 -1.4 2.3 0.8 0.362
H 17.676847 15.447853 8.662258 0.0 1.1 -0.3 0.351
H 24.023530 11.632225 15.266697 1.8 0.1 -1.3 0.231
H 20.306864 19.408599 24.123034 1.3 -0.3 -0.8 0.423
H 6.476611 14.696231 19.141578 -0.3 -0.1 -0.6 0.328
H 20.259586 17.140749 22.806930 0.3 -0.2 0.0 0.418
H 9.481511 6.248385 18.128642 -0.2 -1.2 -0.9 0.545
H 25.368010 9.116065 18.127763 0.0 0.7 0.1 0.383
H 20.713365 20.664158 23.045520 0.9 1.0 0.6 0.503
H 17.313756 18.377063 22.413019 1.3 0.8 1.3 0.330
H 17.382127 18.401249 6.123233 -0.1 0.6 -0.5 0.470
H 17.946632 19.576197 23.631504 0.2 0.3 0.1 0.375
H 11.911802 7.066477 20.108455 -0.4 -2.6 0.6 0.395
H 18.590790 17.193148 6.595783 -0.9 1.3 0.8 0.336
H 25.439864 8.006448 14.071206 -0.3 -0.2 -0.6 0.377
H 10.080035 4.471164 19.774367 1.1 -0.2 -0.1 0.350
H 18.715718 17.964909 23.409872 0.0 -0.2 0.5 0.373
H 23.286224 19.647810 22.876695 -1.2 -0.2 1.5 0.308
H 25.752962 13.233726 12.013309 -0.7 0.6 1.0 0.270
H 7.581288 6.109596 18.663539 0.1 -0.7 -0.4 0.586
H 21.885410 17.477745 22.269446 1.7 -0.6 0.2 0.513
H 11.933634 4.367216 19.900263 -0.8 0.2 0.5 0.399
H 19.616007 12.898404 6.818869 -1.9 -2.2 1.9 0.239
H 11.077998 8.066564 22.091517 1.0 -0.4 1.4 0.346
H 7.480771 14.876777 14.244042 -0.6 -0.5 -0.4 0.273
H 11.160872 8.899460 19.773295 -0.7 0.1 0.8 0.476
H 20.927665 20.761871 21.007124 -0.4 1.6 0.0 0.446
H 26.571422 6.812161 14.585887 0.2 -0.6 -0.3 0.417
H 17.170497 17.091636 9.290394 -0.6 -1.0 -0.5 0.389
H 24.640675 18.423013 25.099426 -1.7 0.1 -0.4 0.311
H 27.064328 10.762068 15.441265 0.7 0.0 1.0 0.505
H 18.877735 20.199931 21.188261 0.5 -0.9 1.2 0.378
H 11.901935 9.172962 3.961945 0.0 0.0 0.1 -0.167
H 5.752059 12.678347 14.919829 0.5 0.9 -0.4 0.518
H 22.555464 20.199763 24.570824 0.8 -0.1 -0.9 0.380
H 26.423388 11.191703 18.882055 0.0 0.2 -0.2 0.382
H 25.557734 12.477798 15.752207 -0.7 -0.1 -1.4 0.386
H 7.598579 7.681294 19.248441 -0.1 4.8 -2.0 0.382